1.
Computed, not measured: a 3-piece molecular cluster, C4H6O2 overall, with the ωB97M-V functional and the def2-TZVPD basis.

XYZ file:
```
12
Properties=species:S:1:pos:R:3:mulliken_charge:R:1
O 1.02610 -1.17060 -1.78828 -0.543
C 0.33686 -0.65069 -0.94067 0.428
C -0.04419 0.81598 -0.77659 -0.265
C -0.65892 0.91630 0.59957 -0.328
O -0.95259 -0.31533 1.01960 -0.208
C -0.33793 -1.36804 0.22818 -0.248
H -0.81531 1.06824 -1.50922 0.254
H 0.78725 1.49612 -0.93914 0.328
H 1.13445 1.48327 1.71931 0.077
H 0.24866 1.68934 1.63178 -0.011
H -1.11018 -2.06921 -0.10523 0.262
H 0.38579 -1.89539 0.86069 0.255
```

Its orbital gap is 9.0015 eV. Its energy above the lowest of the compared OMol25 structures with the same formula, charge and spin is 109.88 kcal/mol. The calculation puts the highest occupied orbital energy at -0.31538 Eh. As for the energy: -8335.6964 eV.


2.
Computed, not measured: C7H12 as an isolated structure, with the ωB97M-V functional and the def2-TZVPD basis.

XYZ file:
```
19
Properties=species:S:1:pos:R:3:mulliken_charge:R:1
C 2.09965 -2.16783 -1.19092 -1.233
C 0.77434 -1.41897 -1.32910 -0.337
C 0.22934 -0.88558 -0.00150 -0.495
C -1.11758 -0.07884 -0.17996 -0.456
C -1.50687 0.77195 0.86299 -0.074
C -1.34471 1.61691 1.76504 -0.216
C -1.24584 3.08393 1.81767 -0.834
H 2.86051 -1.52250 -0.72974 0.320
H 1.98755 -3.06330 -0.56260 0.314
H 2.47485 -2.48647 -2.17360 0.343
H 0.90493 -0.55556 -1.99291 0.327
H 0.03243 -2.08179 -1.80799 0.298
H 0.98980 -0.28884 0.52500 0.328
H 0.05938 -1.76371 0.68304 0.308
H -1.74722 1.09803 -0.43478 0.186
H -1.80910 -0.62403 -0.81475 0.375
H -0.25923 3.35318 2.22026 0.271
H -2.00354 3.44577 2.52015 0.275
H -1.37871 3.56764 0.82372 0.300
```

Its orbital gap is 8.7036 eV. Its energy above the lowest of the compared OMol25 structures with the same formula, charge and spin is 113.64 kcal/mol. The calculation puts the highest occupied orbital energy at -0.28985 Eh. As for the energy: -7448.5034 eV.


3.
Computed, not measured: C9H8N2O7Rh as an isolated structure, with the ωB97M-V functional and the def2-TZVPD basis.

XYZ file:
```
27
Properties=species:S:1:pos:R:3:mulliken_charge:R:1
Rh 0.31922 2.02193 -0.30607 0.854
O -1.54903 -4.11426 -3.46466 -0.637
C -0.50752 -3.42044 -3.41995 0.674
O 0.54339 -3.80090 -4.03586 -0.374
C -0.44205 -2.15587 -2.66372 0.408
C -1.56878 -1.69792 -1.96891 -0.729
C -1.48577 -0.52193 -1.26715 -0.681
N -0.38129 0.22316 -1.19838 -0.377
C 0.72734 -0.19472 -1.87080 0.097
C 0.71135 -1.36746 -2.59756 -0.235
C 2.08937 0.60042 -1.87680 0.873
O 2.99334 0.09351 -2.52341 -0.675
O 2.20799 1.71602 -1.21638 -0.727
H -2.48443 -2.27192 -1.99104 0.389
H -2.34043 -0.13753 -0.71920 0.421
H 1.60842 -1.66969 -3.11561 0.473
N -0.47506 2.09834 4.12473 -0.322
C 0.13604 0.74993 3.90794 -0.477
C 0.51990 0.78633 2.39867 0.833
O 0.89806 -0.22415 1.86188 -0.563
O 0.36044 1.97611 1.94044 -0.804
H -0.13770 2.60942 4.93164 0.309
H -1.48935 2.08340 4.10106 0.323
H -0.13370 2.52676 3.15522 0.325
H -0.57289 -0.03666 4.14355 0.280
H 1.02306 0.64615 4.52607 0.240
O -0.56990 3.48196 -0.85572 -0.898
```

Its orbital gap (alpha / beta) is 3.0443 / 5.4011 eV. Its energy above the lowest of the compared OMol25 structures with the same formula, charge and spin is 84.12 kcal/mol. The spin multiplicity is 5. The calculation puts the highest occupied orbital energy (alpha / beta) at -0.06213 / -0.16732 Eh. Its expectation value of S² is 6.04. As for the total charge: -1. As for the energy: -29779.5255 eV.


4.
Computed, not measured: C3H4N2O3S in the gas phase, with the ωB97M-V functional and the def2-TZVPD basis.

XYZ file:
```
13
Properties=species:S:1:pos:R:3:mulliken_charge:R:1
C -1.04670 1.27672 0.43212 -0.700
S 0.64048 1.16604 1.55317 1.032
O 0.47628 0.94424 2.93784 -0.484
O 1.57896 2.11870 1.06454 -0.475
O 1.21824 -0.52189 0.65282 -0.409
N 0.51036 -0.84494 -0.39290 -0.062
C 0.64084 -1.73619 -1.31978 -0.344
C -0.63505 -1.87477 -1.92679 0.250
N -1.64432 -2.06883 -2.43533 -0.366
H -1.81569 1.78550 1.00100 0.390
H -0.55922 1.82958 -0.35917 0.287
H -0.92149 0.19466 0.24622 0.444
H 1.55732 -2.26880 -1.45374 0.439
```

Its orbital gap (alpha / beta) is 9.3283 / 9.3288 eV. As for the structure (SMILES): CS(=O)(=O)O/N=C/C#N. Its energy above the lowest of the compared OMol25 structures with the same formula, charge and spin is 123.04 kcal/mol. The calculation puts the highest occupied orbital energy (alpha / beta) at -0.36747 / -0.36749 Eh. As for the energy: -23128.2293 eV.


5.
Computed, not measured: a 2-piece molecular cluster, C8H8IN overall, with the ωB97M-V functional and the def2-TZVPD basis.

XYZ file:
```
18
Properties=species:S:1:pos:R:3:mulliken_charge:R:1
C -0.98759 2.55012 0.29540 -0.377
C -2.01195 2.27153 1.22436 -0.648
C -0.10804 1.56493 -0.07883 -0.613
C -2.15473 0.95488 1.64444 0.141
C -0.28465 0.29675 0.56739 0.439
C 1.10497 -1.99507 -0.05413 -0.545
C 1.92334 -0.69401 -0.45273 -0.749
C 0.72658 -0.64726 0.25091 0.513
N -1.32009 -0.02063 1.36549 -0.600
I 1.32800 2.77914 -4.04226 -0.002
H -0.91047 3.46581 -0.15272 0.502
H -2.71077 2.96870 1.51620 0.430
H 0.75687 1.89262 -0.71048 0.335
H -3.06974 0.91450 2.36976 0.236
H 0.50578 -2.39804 -0.83389 0.245
H 1.40162 -2.53040 0.82215 0.247
H 2.88285 -0.47806 -0.11782 0.239
H 2.00619 -0.41570 -1.54661 0.207
```

Its orbital gap (alpha / beta) is 8.0496 / 6.0099 eV. Its energy above the lowest of the compared OMol25 structures with the same formula, charge and spin is 0.00 kcal/mol. The spin multiplicity is 3. The calculation puts the highest occupied orbital energy (alpha / beta) at -0.26612 / -0.35035 Eh. Its expectation value of S² is 2.03. As for the energy: -18012.0657 eV.


6.
Computed, not measured: a 15-piece molecular cluster, C39H60BrClN15O9PS overall, with the ωB97M-V functional and the def2-TZVPD basis.

XYZ file:
```
127
Properties=species:S:1:pos:R:3:mulliken_charge:R:1
C -4.66855 -0.75532 -3.44496 -0.312
C -3.82808 -2.19126 -3.57037 0.465
O -4.49571 -3.32606 -3.91522 -0.575
O -2.35872 -2.28206 -3.27939 -0.135
C -2.26229 -2.53434 -1.83577 -1.018
C -1.14122 -1.56776 -1.06118 1.763
C -1.54584 -1.72890 0.55615 -1.361
C -2.62906 -0.61620 1.07341 -0.601
C -3.54977 -1.28634 2.29875 -0.036
C -2.53079 -1.99902 3.39653 0.330
O -1.83207 -1.17319 4.21448 -0.588
O -2.44671 -3.46786 3.41856 -0.429
C -1.33942 -0.02248 -1.61736 -0.832
S -0.26132 0.41980 -3.08298 1.106
O -0.10117 1.98995 -3.07905 -0.593
O -0.90432 0.09505 -4.47669 -0.559
O 1.21405 -0.42177 -3.02242 -0.229
C 1.49612 -0.98535 -1.68918 0.134
Cl 3.09260 -1.97735 -1.92661 -0.106
P 1.94539 0.32736 -0.34959 0.925
N 2.05431 1.84597 -0.89744 -0.772
O 3.53269 -0.06849 0.31499 -0.374
O 0.84524 0.36777 1.00228 -0.524
C 0.39485 -2.11378 -1.18488 -0.969
Br 0.60705 -3.66203 -2.49620 -0.039
H -4.26897 0.07574 -4.16870 0.149
H -4.53557 -0.35519 -2.33972 0.076
H -5.83591 -0.90530 -3.60161 0.278
H -3.31185 -2.18411 -1.37370 0.370
H -2.16596 -3.67066 -1.53630 0.363
H -0.61189 -1.77257 1.25987 0.402
H -2.07892 -2.78711 0.65795 0.413
H -3.38587 -0.23753 0.26510 0.146
H -2.02297 0.25780 1.60778 0.210
H -4.25081 -2.08414 1.76981 0.328
H -4.14309 -0.38300 2.76137 0.114
H -1.45106 -3.68253 3.36462 0.330
H -1.11541 0.80244 -0.78576 0.319
H -2.46029 0.19433 -1.95323 0.176
H 3.01552 2.24072 -0.78718 0.198
H 3.91051 0.83107 0.61146 0.283
H 0.49959 1.28830 1.19739 0.328
H 0.84254 -2.54526 -0.16496 0.626
C 6.99672 -0.02636 0.27545 -0.248
C 7.17049 1.17817 1.18609 0.453
N 7.31468 2.17736 1.94165 -0.574
H 7.87666 -0.67231 0.33968 -0.170
H 6.11356 -0.59662 0.57613 0.188
H 6.87207 0.30371 -0.75960 0.345
C -2.82919 -2.11584 7.41934 -0.012
C -2.97596 -3.11091 8.55892 0.172
N -3.09777 -3.93632 9.50439 -0.434
H -3.77839 -1.60001 7.25024 0.104
H -2.06149 -1.37732 7.66592 0.282
H -2.53964 -2.63818 6.50329 -0.129
C 7.60229 -3.19004 3.00048 -0.807
C 7.71947 -3.24160 1.48590 0.474
N 7.81671 -3.28450 0.22941 -0.503
H 6.93917 -3.98596 3.35041 0.304
H 8.58786 -3.32189 3.45528 0.288
H 7.19357 -2.22417 3.31010 0.261
C -7.16737 -0.85718 5.10746 -0.519
C -7.05019 -0.90874 3.59288 0.473
N -6.95296 -0.95164 2.33639 -0.527
H -7.83049 -1.65310 5.45739 0.341
H -6.18181 -0.98903 5.56226 0.027
H -7.57610 0.10869 5.41708 0.237
C -1.51226 -6.35884 5.56452 -0.481
C -1.39508 -6.41040 4.04994 0.396
N -1.29785 -6.45330 2.79345 -0.475
H -2.17538 -7.15476 5.91446 0.289
H -0.52669 -6.49070 6.01933 0.297
H -1.92098 -5.39298 5.87414 0.026
C -6.52601 1.89448 -6.11870 -0.792
C -6.28317 2.00333 -4.62219 0.453
N -6.08159 2.09367 -3.38071 -0.493
H -6.11034 2.76806 -6.62835 0.313
H -6.04680 0.99268 -6.50944 0.284
H -7.59973 1.84261 -6.31933 0.289
C 11.59175 1.88784 0.72195 -0.575
C 10.94365 0.55080 0.40158 0.430
N 10.40610 -0.55845 0.13575 -0.509
H 12.56993 1.72695 1.18340 0.286
H 11.72189 2.46832 -0.19549 0.271
H 10.96014 2.45204 1.41373 0.100
C 8.57518 -2.17225 -3.39344 -0.555
C 8.91876 -0.69680 -3.51733 0.365
N 9.20375 0.52723 -3.62023 -0.482
H 7.53702 -2.33973 -3.69320 0.229
H 9.23172 -2.76323 -4.03785 0.310
H 8.70402 -2.49935 -2.35796 0.156
C -5.88865 3.53839 4.74613 -0.575
C -5.22320 2.18772 4.95400 0.410
N -4.67112 1.06724 5.12657 -0.483
H -6.57737 3.74539 5.56984 0.300
H -5.13069 4.32560 4.70925 0.087
H -6.44757 3.53790 3.80622 0.288
C -3.37917 7.08519 2.72455 -0.742
C -4.14029 6.67316 3.97406 0.474
N -4.77171 6.33122 5.01061 -0.552
H -2.49144 6.45804 2.60498 0.268
H -4.01761 6.97028 1.84434 0.270
H -3.06843 8.13055 2.80505 0.291
C 8.56685 4.87491 4.05992 -0.526
C 8.82339 6.31654 4.46763 0.240
N 9.03623 7.51255 4.80575 -0.407
H 7.87267 4.84414 3.21562 0.245
H 9.50591 4.39780 3.76648 0.175
H 8.13316 4.32206 4.89783 0.271
C -9.30780 -0.31082 -0.40098 -0.466
C -9.19063 -0.36238 -1.91556 0.338
N -9.09339 -0.40528 -3.17205 -0.467
H -9.97092 -1.10674 -0.05105 0.273
H -8.32224 -0.44268 0.05382 0.088
H -9.71653 0.65504 -0.09136 0.256
C 0.14159 0.39549 -7.81182 -0.586
C -0.73526 0.24517 -9.04425 0.325
N -1.46260 0.12054 -10.06674 -0.487
H 1.17474 0.13256 -8.05501 0.287
H 0.11130 1.42917 -7.45664 0.273
H -0.21622 -0.26479 -7.01694 0.164
C 2.16364 2.40256 -10.96139 -0.769
C 2.40647 2.51141 -9.46488 0.415
N 2.60806 2.60174 -8.22341 -0.463
H 2.57930 3.27613 -11.47105 0.309
H 2.64285 1.50076 -11.35214 0.262
H 1.08992 2.35068 -11.16202 0.272
```

Its orbital gap is 8.8799 eV. The calculation puts the highest occupied orbital energy at -0.34918 Eh. As for the energy: -184860.5892 eV.